DFT (ωB97M-V/def2-TZVPD) results for a gas-phase ion, C6H16N2 (charge -1).

Last column: Löwdin spin population.
Cartesian coordinates (Å):
1 C -0.628 -0.521 -0.032  0.0859
2 N -0.765 0.164 -1.348  0.0062
3 C -0.068 -0.461 -2.471  0.0471
4 C -0.668 -1.794 -2.903  0.0525
5 C -0.254 0.480 1.062  0.0511
6 N -0.896 0.129 2.332  0.0452
7 C 1.780 1.505 2.283  0.2053
8 C 1.273 0.725 1.089  0.1090
9 H 0.160 -1.272 -0.143  0.0298
10 H -1.579 -0.934 0.260  0.0163
11 H -1.754 0.240 -1.545  0.0063
12 H 0.019 0.352 -3.201  0.0093
13 H 0.970 -0.581 -2.140  0.0165
14 H -0.008 -2.478 -3.434  0.0113
15 H -1.075 -2.202 -1.990  0.0107
16 H -1.506 -1.621 -3.595  0.0057
17 H -0.632 1.459 0.799  0.0106
18 H -0.433 -0.620 2.830  0.0674
19 H -1.044 0.956 2.876  0.0406
20 H 1.763 2.592 2.099  0.0257
21 H 1.229 1.347 3.212  0.0346
22 H 2.823 1.325 2.523  0.0452
23 H 1.832 -0.200 0.962  0.0476
24 H 1.473 1.261 0.165  0.0200

The orbital gap (alpha / beta) is 0.081 / 0.333 hartree. The charge is -1. Its spin multiplicity is 2. The calculation puts the strongest force on any atom at 0.026 Eh/bohr. As for the HOMO energy (alpha / beta): 1.52 / -5.30 eV. As for the expectation value of S²: 0.750. The lowest unoccupied orbital energy (alpha / beta) is 3.74 / 3.76 eV. The total energy is -347.6341 Ha.

---

DFT (ωB97M-V/def2-TZVPD) results for C6H16N2 in the gas phase.

Last column: Löwdin charge in e.
Cartesian coordinates (Å):
1 C -3.269 -0.944 1.022  -0.1080
2 C -1.907 -0.295 0.859  -0.2906
3 N -1.627 0.175 -0.502  -0.0647
4 C -0.388 -0.283 -1.095  -0.2313
5 C 0.905 -0.088 -0.328  -0.4230
6 C 2.025 -0.935 -0.994  -0.0526
7 N 1.116 1.336 -0.109  -0.0823
8 C 2.362 1.703 0.567  -0.1232
9 H -4.084 -0.256 0.805  0.0651
10 H -3.414 -1.187 2.070  0.0613
11 H -3.414 -1.879 0.484  0.0693
12 H -1.198 -1.115 1.036  0.0995
13 H -1.690 0.426 1.648  0.1130
14 H -1.619 1.186 -0.503  0.0971
15 H -0.277 0.179 -2.083  0.1231
16 H -0.461 -1.332 -1.332  0.1113
17 H 0.826 -0.538 0.660  0.1210
18 H 3.002 -0.480 -0.831  0.0523
19 H 1.954 -1.920 -0.535  0.0776
20 H 1.975 -1.066 -2.080  0.0746
21 H 1.120 1.800 -1.013  0.1049
22 H 2.627 2.742 0.360  0.0793
23 H 3.230 1.129 0.262  0.0548
24 H 2.207 1.642 1.632  0.0714

The orbital gap is 0.355 hartree. The calculation puts the strongest force on any atom at 0.034 Eh/bohr. As for the HOMO energy: -8.60 eV. The lowest unoccupied orbital energy is 1.06 eV. Its SMILES is CCNC[C@@H](C)NC. The total energy is -347.6850 Ha.

---

DFT (ωB97M-V/def2-TZVPD) results for C6H16N2 in the gas phase.

Last column: Löwdin charge in e.
Cartesian coordinates (Å):
1 C -2.701 -1.174 1.849  -0.1280
2 N -1.749 -0.027 1.695  -0.1341
3 C -0.471 -0.440 1.013  -0.2261
4 C -0.096 0.512 -0.106  -0.3783
5 N -0.277 1.956 0.193  0.0629
6 C 1.339 0.132 -0.658  -0.3584
7 C 2.097 1.122 -1.490  -0.1212
8 C 1.141 -1.251 -1.555  -0.0580
9 H -2.066 -2.043 1.922  0.0560
10 H -3.397 -1.297 1.024  0.0676
11 H -3.174 -0.937 2.804  0.0688
12 H -2.226 0.808 1.153  0.1363
13 H -0.480 -1.568 0.687  0.1272
14 H 0.285 -0.368 1.720  0.0801
15 H -0.823 0.213 -0.965  0.1479
16 H -0.239 2.106 1.177  0.0582
17 H 0.465 2.500 -0.150  0.0291
18 H 1.873 -0.026 0.235  0.1008
19 H 3.223 0.860 -1.786  0.1240
20 H 2.309 2.033 -1.032  0.0279
21 H 1.745 1.408 -2.490  0.0803
22 H 0.549 -2.019 -0.888  0.0776
23 H 2.144 -1.639 -1.898  0.0710
24 H 0.530 -0.861 -2.452  0.0884

The orbital gap is 0.356 hartree. The calculation puts the strongest force on any atom at 0.069 Eh/bohr. As for the HOMO energy: -8.63 eV. The lowest unoccupied orbital energy is 1.06 eV. Its SMILES is CNC[C@@H](N)C(C)C. The total energy is -347.6386 Ha.

---

DFT (ωB97M-V/def2-TZVPD) results for C6H16N2 in the gas phase.

Last column: Löwdin charge in e.
Cartesian coordinates (Å):
1 C 2.022 1.694 0.639  -0.0998
2 N 1.295 0.483 0.988  -0.2792
3 C 1.932 -0.290 2.040  -0.0908
4 C 0.934 -0.311 -0.145  -0.2525
5 C -0.083 0.337 -1.085  -0.1926
6 C -1.516 0.263 -0.540  -0.2013
7 C -2.165 -1.137 -0.533  -0.2875
8 N -3.078 -1.388 -1.647  -0.0107
9 H 2.186 2.231 1.578  0.0861
10 H 1.438 2.344 -0.002  0.0659
11 H 2.977 1.505 0.121  0.0894
12 H 2.175 -1.284 1.658  0.0784
13 H 2.865 0.156 2.367  0.0735
14 H 1.269 -0.356 2.905  0.0810
15 H 0.524 -1.266 0.194  0.1074
16 H 1.824 -0.556 -0.762  0.1219
17 H 0.149 1.373 -1.294  0.0894
18 H -0.037 -0.192 -2.043  0.1140
19 H -2.162 0.900 -1.150  0.0991
20 H -1.504 0.739 0.442  0.1041
21 H -1.412 -1.921 -0.461  0.0898
22 H -2.685 -1.193 0.417  0.1018
23 H -2.927 -0.727 -2.393  0.0552
24 H -4.022 -1.406 -1.293  0.0576

The orbital gap is 0.345 hartree. The calculation puts the strongest force on any atom at 0.021 Eh/bohr. As for the HOMO energy: -8.28 eV. The lowest unoccupied orbital energy is 1.12 eV. Its SMILES is CN(C)CCCCN. The total energy is -347.6800 Ha.

---

DFT (ωB97M-V/def2-TZVPD) results for C6H16N2 in the gas phase.

Last column: Löwdin charge in e.
Cartesian coordinates (Å):
1 C -1.314 -1.864 0.421  -0.1086
2 C -1.608 -0.554 1.132  -0.4732
3 C -2.063 -0.633 2.535  -0.1119
4 C -0.531 0.544 0.913  -0.1697
5 C -0.206 0.811 -0.608  -0.2221
6 N 1.117 1.333 -0.731  -0.0865
7 C 2.177 0.436 -1.053  -0.2885
8 N 2.323 0.202 -2.554  -0.0005
9 H -0.290 -2.305 0.538  0.0845
10 H -1.949 -2.701 0.821  0.0798
11 H -1.540 -1.978 -0.684  0.0875
12 H -2.489 -0.243 0.552  0.1308
13 H -1.291 -1.118 3.199  0.0954
14 H -2.828 -1.398 2.715  0.0722
15 H -2.401 0.320 2.985  0.0884
16 H -0.802 1.526 1.306  0.1012
17 H 0.290 0.375 1.600  0.1038
18 H -0.404 -0.174 -1.063  0.0957
19 H -0.994 1.521 -0.819  0.1136
20 H 1.166 2.199 -1.272  0.1159
21 H 2.047 -0.511 -0.517  0.1166
22 H 3.132 0.854 -0.774  0.0921
23 H 2.894 -0.611 -2.685  0.0403
24 H 2.518 1.058 -3.039  0.0433

The orbital gap is 0.353 hartree. The calculation puts the strongest force on any atom at 0.060 Eh/bohr. As for the HOMO energy: -8.51 eV. The lowest unoccupied orbital energy is 1.10 eV. Its SMILES is CC(C)CCNCN. The total energy is -347.6653 Ha.

---

DFT (ωB97M-V/def2-TZVPD) results for C6H16N2 in the gas phase.

Last column: Löwdin charge in e.
Cartesian coordinates (Å):
1 C 1.493 -2.169 0.742  -0.0609
2 C 0.162 -1.348 0.442  -0.2674
3 N 0.415 0.031 0.858  -0.2054
4 C -0.435 0.331 2.043  -0.0863
5 C 0.043 0.927 -0.234  -0.3464
6 C 1.222 1.087 -1.268  -0.0249
7 C -1.165 0.378 -1.090  -0.2625
8 N -1.893 1.473 -1.613  0.0508
9 H 2.252 -1.896 -0.003  0.0646
10 H 1.241 -3.214 0.782  0.0587
11 H 1.893 -1.745 1.622  0.0447
12 H -0.260 -1.507 -0.520  0.0757
13 H -0.516 -1.894 1.113  0.1059
14 H -1.436 -0.051 1.878  0.0646
15 H 0.094 -0.360 2.865  0.1254
16 H -0.440 1.389 2.364  0.0823
17 H -0.210 1.894 0.240  0.1313
18 H 2.024 1.676 -0.730  0.0992
19 H 0.834 1.661 -2.131  0.0809
20 H 1.500 0.160 -1.511  0.0161
21 H -1.853 -0.435 -0.648  0.1389
22 H -0.900 -0.273 -1.904  0.0934
23 H -1.385 2.111 -2.043  0.0106
24 H -2.678 1.774 -1.253  0.0105

The orbital gap is 0.334 hartree. The calculation puts the strongest force on any atom at 0.111 Eh/bohr. As for the HOMO energy: -8.02 eV. The lowest unoccupied orbital energy is 1.07 eV. Its SMILES is CCN(C)[C@@H](C)CN. The total energy is -347.6167 Ha.

---

DFT (ωB97M-V/def2-TZVPD) results for a gas-phase ion, C6H16N2 (charge +1).

Last column: Löwdin spin population.
Cartesian coordinates (Å):
1 C -1.129 2.436 -0.955  0.0003
2 C -0.843 0.963 -1.239  0.0023
3 C -1.179 0.151 0.068  0.0122
4 C 0.082 -0.093 0.923  0.0511
5 C 1.301 -0.648 0.207  0.0695
6 N 2.213 -1.493 1.013  0.6893
7 C 1.603 -2.523 1.854  0.0778
8 N -1.725 0.554 -2.338  0.0013
9 H -0.418 3.048 -0.402  0.0000
10 H -2.109 2.547 -0.475  0.0001
11 H -1.241 3.028 -1.865  0.0000
12 H 0.179 0.719 -1.500  0.0008
13 H -1.795 0.830 0.662  0.0056
14 H -1.667 -0.776 -0.243  0.0003
15 H 0.303 0.881 1.391  0.0019
16 H -0.319 -0.622 1.781  0.0006
17 H 1.109 -1.154 -0.759  0.0195
18 H 1.958 0.187 -0.080  -0.0010
19 H 2.808 -0.817 1.498  0.0177
20 H 2.324 -3.028 2.493  0.0027
21 H 0.864 -2.130 2.553  0.0387
22 H 1.217 -3.294 1.198  0.0095
23 H -2.372 1.186 -2.784  0.0000
24 H -1.164 0.048 -3.000  0.0000

The orbital gap (alpha / beta) is 0.323 / 0.134 hartree. The charge is +1. Its spin multiplicity is 2. The calculation puts the strongest force on any atom at 0.075 Eh/bohr. As for the HOMO energy (alpha / beta): -11.97 / -11.96 eV. As for the expectation value of S²: 0.754. The lowest unoccupied orbital energy (alpha / beta) is -3.20 / -8.30 eV. The total energy is -347.3576 Ha.

---

DFT (ωB97M-V/def2-TZVPD) results for 2 unconnected molecules or ions with the total composition C6H16N2O.

Last column: Löwdin charge in e.
Cartesian coordinates (Å):
1 C -3.023 0.357 -0.390  -0.0550
2 C -1.637 -0.256 -0.199  -0.3687
3 N -1.634 -1.692 0.033  0.0222
4 C -0.897 0.500 0.986  -0.5324
5 N -0.462 -0.328 1.962  0.1642
6 O -0.990 1.701 1.129  0.0399
7 H -3.661 0.115 0.460  0.0829
8 H -3.484 -0.011 -1.306  0.0759
9 H -2.937 1.438 -0.456  0.0757
10 H -1.038 -0.056 -1.095  0.1304
11 H -1.787 -2.190 -0.837  0.0823
12 H -2.382 -1.949 0.671  0.0830
13 H -0.404 -1.311 1.748  0.0837
14 H -0.074 0.072 2.799  0.1152
15 C 2.695 0.364 0.692  -0.1280
16 C 2.038 -0.265 -0.529  -0.3234
17 C 1.900 0.734 -1.670  -0.1287
18 H 3.680 0.755 0.443  0.0703
19 H 2.808 -0.368 1.488  0.0638
20 H 2.072 1.174 1.067  0.0642
21 H 2.632 -1.120 -0.860  0.0997
22 H 0.991 -0.616 -0.270  0.0773
23 H 1.258 1.558 -1.363  0.0711
24 H 1.466 0.260 -2.549  0.0654
25 H 2.872 1.135 -1.954  0.0690

The orbital gap is 0.376 hartree. The calculation puts the strongest force on any atom at 0.042 Eh/bohr. As for the HOMO energy: -9.34 eV. The lowest unoccupied orbital energy is 0.90 eV. Its SMILES is C[C@H](N)C(N)=O.CCC. The total energy is -422.9804 Ha.

---

DFT (ωB97M-V/def2-TZVPD) results for a molecular structure, C6H16N2O8SV.

Last column: Löwdin spin population.
Cartesian coordinates (Å):
1 V 12.730 -27.338 33.491  2.7670
2 O 11.292 -27.977 32.134  0.0568
3 H 10.408 -28.311 32.047  0.0041
4 O 14.010 -29.022 33.375  0.0303
5 H 14.413 -28.965 34.247  0.0025
6 S 14.847 -25.559 33.397  0.0054
7 O 14.221 -26.229 34.551  0.0214
8 O 13.997 -26.031 32.294  0.0234
9 O 14.859 -24.079 33.502  0.0004
10 O 16.267 -25.969 33.265  0.0012
11 C 11.747 -24.378 33.933  0.0074
12 O 11.384 -25.533 34.128  0.0189
13 N 12.273 -23.613 34.881  0.0032
14 C 12.937 -22.359 34.532  0.0002
15 C 12.350 -23.985 36.290  0.0005
16 H 11.830 -23.927 32.935  0.0008
17 H 12.575 -21.948 33.594  0.0001
18 H 14.013 -22.536 34.539  0.0001
19 H 12.651 -21.625 35.295  0.0001
20 H 11.650 -24.788 36.490  0.0003
21 H 13.387 -24.293 36.430  0.0001
22 H 12.058 -23.107 36.871  0.0002
23 C 11.029 -27.860 36.455  0.0178
24 O 11.850 -27.963 35.591  0.0217
25 N 10.446 -28.964 37.006  0.0078
26 C 9.612 -28.932 38.170  0.0022
27 C 10.946 -30.284 36.635  0.0013
28 H 10.568 -26.968 36.909  0.0019
29 H 8.786 -29.644 38.194  0.0001
30 H 9.213 -27.934 38.360  0.0006
31 H 10.249 -29.160 39.041  0.0011
32 H 11.601 -30.623 37.450  0.0009
33 H 10.098 -30.971 36.617  0.0001
34 H 11.524 -30.366 35.720  0.0002

The orbital gap (alpha / beta) is 0.093 / 0.178 hartree. The charge is -2. Its spin multiplicity is 4. The calculation puts the strongest force on any atom at 0.074 Eh/bohr. As for the HOMO energy (alpha / beta): 1.79 / -0.55 eV. As for the expectation value of S²: 3.755. The lowest unoccupied orbital energy (alpha / beta) is 4.33 / 4.31 eV. The total energy is -2291.8776 Ha.

---

DFT (ωB97M-V/def2-TZVPD) results for a molecular structure, C6H16N2P.

Last column: Löwdin charge in e.
Cartesian coordinates (Å):
1 C 0.607 0.720 -0.194  -0.3395
2 C -0.619 -2.027 0.844  -0.0690
3 C -2.778 1.391 -0.608  -0.0587
4 C 2.970 -0.556 0.033  -0.1866
5 C -0.851 -1.289 -0.451  -0.1645
6 C -1.678 1.004 0.369  -0.2010
7 N -0.547 0.185 -0.201  -0.1016
8 N 1.815 -0.698 -0.839  -0.0385
9 P 1.245 2.288 0.285  0.9629
10 H -0.756 -1.407 1.795  0.1083
11 H -1.383 -2.820 0.755  0.0974
12 H 0.433 -2.303 0.863  0.0699
13 H -2.428 1.320 -1.688  0.1040
14 H -3.623 0.715 -0.540  0.0711
15 H -3.102 2.487 -0.444  0.1178
16 H 3.447 -1.539 0.079  0.0913
17 H 2.401 -0.605 1.068  0.1136
18 H 3.560 0.290 -0.150  0.0412
19 H -0.052 -1.586 -1.092  0.0810
20 H -1.928 -1.485 -0.813  0.1622
21 H -1.077 1.746 0.952  0.0781
22 H -2.012 0.317 1.185  0.1308
23 H 2.048 -0.277 -1.786  0.1049
24 H 1.979 1.888 1.238  -0.1399
25 H 2.330 2.241 -0.661  -0.0350

The orbital gap (alpha / beta) is 0.334 / 0.334 hartree. The charge is +1. The calculation puts the strongest force on any atom at 0.129 Eh/bohr. As for the HOMO energy (alpha / beta): -13.42 / -13.42 eV. The lowest unoccupied orbital energy (alpha / beta) is -4.32 / -4.32 eV. The total energy is -688.6587 Ha.

---

DFT (ωB97M-V/def2-TZVPD) results for 2 unconnected molecules or ions with the total composition C6H16N3.

Last column: Löwdin charge in e.
Cartesian coordinates (Å):
1 C 2.084 0.851 -0.595  -0.1262
2 C 0.805 0.755 -0.212  -0.0895
3 C 3.059 -0.192 -0.505  -0.1159
4 C -3.191 2.283 0.111  -0.2428
5 C -0.457 -0.388 1.537  -0.0213
6 C -0.207 -1.187 -0.747  -0.2245
7 N 0.037 -2.659 -0.749  0.0393
8 N -1.923 1.933 0.403  0.0913
9 N 0.427 -0.529 0.372  -0.1768
10 H 2.713 1.752 -0.875  0.1532
11 H 3.761 -0.141 0.451  0.1496
12 H 2.653 -1.294 -0.525  0.1202
13 H 3.892 -0.022 -1.133  0.0654
14 H -3.687 1.407 -0.477  0.1263
15 H -3.830 2.791 0.976  0.1416
16 H -3.209 2.953 -0.741  0.0845
17 H -1.153 -1.326 1.788  0.1581
18 H 0.016 -0.165 2.501  0.1153
19 H -1.126 0.420 1.257  0.0159
20 H 0.383 -0.762 -1.577  0.1294
21 H -1.330 -0.973 -0.858  0.1702
22 H -0.556 -3.033 -1.458  0.0666
23 H -0.369 -3.053 0.155  0.1040
24 H -0.056 1.443 0.016  0.0871
25 H 1.264 -0.864 0.888  0.1790

The orbital gap (alpha / beta) is 0.322 / 0.325 hartree. The charge is +1. The calculation puts the strongest force on any atom at 0.101 Eh/bohr. As for the HOMO energy (alpha / beta): -13.22 / -13.30 eV. The lowest unoccupied orbital energy (alpha / beta) is -4.46 / -4.44 eV. The total energy is -401.9725 Ha.

---

DFT (ωB97M-V/def2-TZVPD) results for a molecular structure, C6H16N3P2.

Last column: Löwdin charge in e.
Cartesian coordinates (Å):
1 C 1.188 0.543 1.175  -0.5132
2 C 2.309 0.798 2.128  -0.0026
3 C -0.151 1.959 -2.073  -0.1573
4 C -2.052 2.418 0.152  -0.1265
5 C -1.262 -2.624 0.723  -0.1598
6 C 0.578 -2.168 -1.538  -0.1559
7 N 0.660 1.532 0.546  -0.0299
8 N -1.260 -0.167 -0.603  -0.2944
9 N 0.887 -0.762 0.960  -0.0428
10 P -0.664 1.342 -0.456  0.6495
11 P -0.321 -1.352 -0.104  0.6553
12 H 2.729 1.794 1.735  0.1275
13 H 2.827 -0.180 2.114  0.0890
14 H 2.053 1.103 3.178  0.1115
15 H 0.546 1.201 -2.438  0.0505
16 H -1.001 1.930 -2.681  0.0306
17 H 0.173 3.014 -1.666  0.1053
18 H -2.326 1.979 1.069  0.0377
19 H -1.674 3.409 -0.005  0.0494
20 H -2.933 2.330 -0.415  0.0421
21 H -1.580 -2.273 1.742  0.0826
22 H -2.204 -2.821 0.326  0.0428
23 H -0.412 -3.344 0.871  0.0727
24 H 1.366 -1.383 -1.681  0.0464
25 H 0.929 -3.212 -1.219  0.0797
26 H -0.135 -1.970 -2.413  0.0795
27 H 1.260 -1.377 1.687  0.1303

The orbital gap is 0.390 hartree. The charge is +1. The calculation puts the strongest force on any atom at 0.083 Eh/bohr. As for the HOMO energy: -13.29 eV. The lowest unoccupied orbital energy is -2.67 eV. The total energy is -1085.0001 Ha.